1.
The following is a quantum chemistry calculation of a structure of composition C11H17NOP, from the OMol25 dataset.

The geometry in XYZ format:
```
31
Properties=species:S:1:pos:R:3:nbo_charge:R:1
H 1.948 0.170 2.537 0.24
H -1.687 -1.950 1.392 0.21
H -1.423 2.452 -1.332 0.21
H 0.751 2.933 -1.012 0.43
C -1.220 0.322 -1.210 -0.23
C 0.381 -1.724 0.090 0.06
P 3.421 -0.381 -0.598 0.85
H -1.685 -0.253 1.810 0.21
C -1.516 1.644 -0.571 -0.41
N 0.838 2.175 -0.333 -0.48
H 0.394 -1.895 2.122 0.25
H 0.823 -2.263 -1.771 0.51
C 2.498 0.515 0.525 -0.58
H 2.719 1.959 -0.956 0.22
H -0.260 0.474 -1.905 0.21
O 1.257 -1.758 -1.056 -0.75
C -0.943 -0.854 -0.274 -0.06
C 2.016 1.585 -0.150 0.21
H -2.492 1.676 -0.156 0.24
H -2.842 -0.735 0.860 0.22
H 3.921 -1.405 0.300 -0.02
C 1.747 -0.185 1.575 -0.23
C -1.777 -0.943 1.042 -0.64
H -0.515 2.887 1.000 0.23
H -2.929 -1.008 -1.187 0.22
C -1.931 -0.948 -1.508 -0.38
C 0.981 -1.259 1.363 -0.15
C -0.356 1.942 0.402 -0.25
H -0.042 -2.657 0.301 0.19
H -1.773 -1.610 -2.348 0.23
H -0.304 1.094 1.054 0.24
```

As for the charge: +1. As for the electronic energy: -24497.661 eV. For the molar mass, the calculation gives 210.2 g mol⁻¹. The HOMO energy is -0.478 Eh.



2.
The following is a quantum chemistry calculation of an isolated molecule of C18H23ClN2O5S, from the OMol25 dataset.

The geometry in XYZ format:
```
50
Properties=species:S:1:pos:R:3:nbo_charge:R:1
H -4.366 1.958 -0.650 0.22
H 2.155 -2.811 -0.510 0.19
H -6.356 -1.636 -1.526 0.21
H 3.283 -3.832 1.816 0.20
C 2.696 3.765 -0.199 -0.23
C -4.519 1.189 -1.404 -0.41
S 4.213 0.007 -0.405 2.32
C -4.224 -1.248 -1.254 -0.42
C -0.310 2.143 1.355 0.77
C -1.886 0.586 2.163 -0.17
H 3.976 -4.459 -0.404 0.22
H 2.959 -1.560 2.271 0.19
H 3.339 -2.133 -1.660 0.25
H -5.564 -0.856 -2.906 0.19
C 1.032 2.293 0.737 -0.12
H 0.806 4.408 0.583 0.24
H -1.770 -0.306 2.783 0.22
C -3.008 0.331 1.139 0.66
O 4.301 -0.143 -1.827 -0.93
H 1.551 0.200 0.765 0.26
H 3.035 4.749 -0.479 0.24
H -2.199 1.427 2.791 0.24
C 3.516 2.664 -0.435 0.00
H -4.328 -1.565 -0.218 0.22
C -3.446 0.082 -1.290 -0.05
H 5.014 -3.488 1.929 0.22
O -0.617 0.852 1.584 -0.52
C 4.197 -3.438 -0.102 -0.42
H -2.784 0.112 -2.159 0.20
C -5.861 0.477 -1.231 -0.41
H 5.190 -3.163 -0.458 0.21
Cl 5.042 2.840 -1.171 0.08
C 3.764 -1.732 1.551 -0.24
H -4.460 1.657 -2.387 0.20
C 4.095 -3.228 1.410 -0.42
H -6.086 0.385 -0.169 0.22
N 3.337 -1.270 0.233 -0.69
C 3.097 1.389 -0.075 -0.35
N -2.582 0.254 -0.132 -0.61
H -1.593 0.351 -0.298 0.41
C 1.462 3.573 0.387 -0.14
O 5.415 0.234 0.344 -0.93
H -6.676 1.002 -1.726 0.21
O -4.151 0.204 1.516 -0.63
C -5.601 -0.907 -1.815 -0.40
O -1.042 3.061 1.619 -0.58
H 4.634 -1.147 1.851 0.24
C 3.175 -2.432 -0.627 -0.23
H -3.717 -2.034 -1.813 0.21
C 1.861 1.198 0.501 -0.17
```

As for the SMILES: O=C(COC(=O)c1ccc(Cl)c(S(=O)(=O)N2CCCC2)c1)NC1CCCC1. As for the electronic energy: -55615.120 eV. For the molar mass, the calculation gives 414.9 g mol⁻¹. The HOMO energy is -0.358 Eh.



3.
The following is a quantum chemistry calculation of a cluster of 2 separate species, C17H16F3NO in total, from the OMol25 dataset.

The geometry in XYZ format:
```
38
Properties=species:S:1:pos:R:3:nbo_charge:R:1
C -1.495 -1.287 -3.381 0.12
C -1.467 4.056 2.304 -0.12
H 0.952 0.472 0.294 0.27
H -2.274 1.489 -1.566 0.22
H 1.179 -1.092 -1.264 0.25
H 1.400 2.366 1.550 0.24
H 0.375 -2.363 -3.241 0.23
H -1.822 -3.213 -4.250 0.24
C -0.235 -1.557 -2.829 -0.25
C 2.151 -3.647 1.722 0.91
C 0.236 -0.840 -1.752 -0.06
F 0.938 -4.189 1.481 -0.34
C -2.377 3.316 1.536 -0.25
H 4.558 -0.287 2.800 0.19
C -0.111 3.686 2.350 -0.23
H 2.975 -0.036 3.565 0.17
F 2.661 -4.239 2.845 -0.33
C -2.236 -0.208 -2.880 -0.25
O 0.992 -1.493 1.658 -0.79
C -0.520 0.236 -1.197 -0.11
H 3.238 0.438 1.864 0.13
C -0.010 0.849 -0.037 0.16
H -1.396 -1.947 -5.402 0.24
C 2.059 -2.084 1.876 0.50
H -3.042 -1.969 -4.691 0.23
H -1.803 4.927 2.867 0.23
F 2.965 -3.943 0.661 -0.35
H 0.594 4.241 2.971 0.24
C 3.474 -0.327 2.622 -0.43
C -1.950 2.207 0.814 -0.06
H -3.427 3.610 1.509 0.23
C 0.339 2.627 1.579 -0.08
H -2.680 1.579 0.308 0.21
C -1.981 -2.153 -4.495 -0.65
C -1.736 0.591 -1.861 -0.10
C -0.561 1.880 0.759 -0.21
N 3.256 -1.698 2.219 -0.63
H -3.219 0.000 -3.307 0.23
```

As for the electronic energy: -29575.916 eV. For the molar mass, the calculation gives 307.3 g mol⁻¹. The HOMO energy is -0.248 Eh.



Energy relative to the best compared isomer or geometry (same formula, charge and spin) in kcal per mole, matching the order above: 123.14, 13.54, 102.19